Computed, not measured: a molecular structure, C30H24AsBrNO6PPdS, with the ωB97M-V functional and the def2-TZVPD basis.

Element x y z (Å)
Pd1 -0.185 0.120 0.333
O1 0.837 -0.424 3.551
As1 2.179 -0.312 2.319
O2 3.585 -0.200 3.146
O3 1.648 0.972 1.383
C1 1.880 -2.104 1.595
C2 1.403 -3.025 2.525
C3 1.118 -4.330 2.151
C4 1.317 -4.729 0.840
C5 1.819 -3.826 -0.084
C6 2.102 -2.518 0.284
S1 2.765 -1.431 -0.981
O4 3.735 -0.623 -0.266
O5 3.313 -2.329 -1.987
O6 1.604 -0.680 -1.464
H1 0.867 0.438 3.984
H2 1.223 -2.702 3.541
H3 0.724 -5.027 2.881
H4 1.080 -5.742 0.537
H5 2.004 -4.119 -1.109
N1 -2.054 0.608 -0.537
P1 -1.846 2.128 -0.277
C7 -2.220 2.842 1.389
C8 -1.935 2.080 2.520
C9 -2.192 2.575 3.790
C10 -2.743 3.839 3.952
C11 -3.036 4.606 2.834
C12 -2.775 4.108 1.564
C13 -2.908 3.178 -1.355
C14 -4.249 2.812 -1.472
C15 -5.116 3.540 -2.271
C16 -4.649 4.644 -2.976
C17 -3.314 5.007 -2.878
C18 -2.448 4.276 -2.073
C19 -0.169 2.789 -0.602
C20 0.505 2.255 -1.702
C21 1.806 2.640 -1.981
C22 2.444 3.565 -1.169
C23 1.785 4.098 -0.070
C24 0.487 3.708 0.216
H6 -1.483 1.100 2.397
H7 -1.953 1.968 4.655
H8 -2.941 4.225 4.946
H9 -3.467 5.594 2.948
H10 -3.007 4.722 0.701
H11 -4.598 1.935 -0.938
H12 -6.154 3.243 -2.352
H13 -5.323 5.213 -3.605
H14 -2.940 5.859 -3.434
H15 -1.405 4.562 -2.005
H16 0.027 1.478 -2.287
H17 2.339 2.171 -2.798
H18 3.474 3.835 -1.364
H19 2.302 4.777 0.597
H20 0.001 4.082 1.109
Br1 -3.552 -5.495 1.174
C25 -2.609 -3.843 0.936
C26 -2.456 -2.992 2.012
C27 -1.758 -1.802 1.838
C28 -1.219 -1.466 0.596
C29 -1.399 -2.343 -0.475
C30 -2.083 -3.539 -0.308
H21 -2.860 -3.257 2.981
H22 -1.595 -1.155 2.690
H23 -0.989 -2.084 -1.443
H24 -2.207 -4.223 -1.137

* frontier orbital gap: 0.231 hartree
* electronic energy: -199760.1324 eV
* 2S+1: 1
* energy relative to the best compared isomer or geometry (same formula, charge and spin): 0.7341 eV
* charge: -2

natural (NBO) atomic charge list, values in e, 2 entries:
1 Pd 0.730
2 O -1.067

Computed, not measured: a gas-phase ion, C3H7N4O (charge +1), with the ωB97M-V functional and the def2-TZVPD basis.

Element x y z (Å)
N1 -0.859 -1.623 0.204
C1 -0.250 -0.547 -0.267
N2 -0.994 0.082 -1.695
O1 -1.914 -0.891 -2.136
N3 0.568 0.241 0.376
C2 1.501 0.076 1.543
C3 1.963 1.317 1.374
N4 1.174 1.512 0.197
H1 -1.042 -1.632 1.157
H2 -1.637 -1.750 -0.456
H3 -0.305 0.231 -2.387
H4 -2.775 -0.481 -2.208
H5 1.549 -0.888 2.111
H6 2.529 2.013 1.861
H7 0.492 2.339 0.326

* frontier orbital gap: 0.367 hartree
* electronic energy: -11220.1191 eV
* 2S+1: 1
* energy relative to the best compared isomer or geometry (same formula, charge and spin): 5.8589 eV
* charge: +1
* SMILES string: N/C(=[NH+]\O)n1cc[nH]1

natural (NBO) atomic charge list, values in e, 2 entries:
1 N -0.743
2 C 0.663

Computed, not measured: 5 unconnected molecules or ions with the total composition C22H37BFN6O6, with the ωB97M-V functional and the def2-TZVPD basis.

Element x y z (Å)
C1 5.884 -3.310 -0.363
C2 4.463 -3.199 0.237
B1 3.450 -2.655 -0.822
O1 3.832 -1.652 -1.662
N1 2.022 -3.155 -0.985
C3 1.957 -4.507 -1.147
O2 2.890 -5.196 -1.486
N2 0.631 -5.072 -0.990
C4 0.312 -5.728 0.181
O3 -0.689 -5.573 0.797
F1 1.263 -6.588 0.556
C5 1.007 -2.474 -0.167
O4 0.117 -1.790 -1.043
C6 1.662 -1.456 0.845
O5 1.956 -1.978 1.931
O6 1.798 -0.279 0.444
H1 6.521 -3.965 0.237
H2 5.855 -3.713 -1.381
H3 6.356 -2.326 -0.434
H4 4.163 -4.188 0.594
H5 4.489 -2.519 1.095
H6 3.161 -1.519 -2.341
H7 -0.086 -4.366 -1.122
H8 0.443 -3.177 0.449
H9 -0.794 -1.961 -0.780
C7 -2.556 1.947 -0.593
C8 -1.591 1.960 0.586
C9 -0.889 0.618 0.801
C10 -1.779 -0.486 1.129
N3 -2.345 -1.466 1.342
H10 -3.381 1.252 -0.424
H11 -2.970 2.941 -0.741
H12 -2.043 1.649 -1.511
H13 -2.119 2.267 1.491
H14 -0.816 2.708 0.402
H15 -0.141 0.694 1.591
H16 -0.350 0.315 -0.098
C11 -0.710 7.253 -0.689
C12 -0.998 6.353 -1.884
C13 -2.493 6.250 -2.207
C14 -3.250 5.626 -1.121
N4 -3.849 5.106 -0.291
H17 -1.172 6.863 0.219
H18 0.364 7.323 -0.512
H19 -1.089 8.263 -0.857
H20 -0.602 5.352 -1.701
H21 -0.487 6.735 -2.769
H22 -2.639 5.651 -3.108
H23 -2.915 7.237 -2.405
C15 2.969 4.757 -1.044
C16 2.072 3.705 -0.402
C17 2.099 2.361 -1.139
C18 1.566 2.478 -2.495
N5 1.159 2.579 -3.566
H24 2.645 4.985 -2.061
H25 2.950 5.685 -0.471
H26 4.004 4.412 -1.088
H27 1.045 4.076 -0.358
H28 2.390 3.526 0.626
H29 1.516 1.620 -0.585
H30 3.118 1.975 -1.179
C19 -3.609 -5.490 2.257
C20 -4.244 -4.115 2.091
C21 -4.221 -3.285 3.376
C22 -5.029 -3.882 4.442
N6 -5.665 -4.347 5.278
H31 -4.149 -6.106 2.979
H32 -3.597 -6.020 1.305
H33 -2.575 -5.393 2.588
H34 -5.275 -4.215 1.739
H35 -3.699 -3.551 1.334
H36 -4.599 -2.280 3.185
H37 -3.195 -3.173 3.730

* frontier orbital gap: 0.297 hartree
* electronic energy: -48039.0310 eV
* 2S+1: 1
* charge: -1

Mulliken atomic charge list, values in e, 2 entries:
1 C -1.242
2 C -0.213

Computed, not measured: C4H5N3 in the gas phase, with the ωB97M-V functional and the def2-TZVPD basis.

Element x y z (Å)
N1 -0.082 1.414 -2.095
C1 0.037 0.459 -0.729
N2 1.225 0.672 -0.396
C2 1.071 -0.156 1.109
C3 0.000 -0.840 1.642
C4 -1.155 -0.847 0.782
N3 -1.105 -0.217 -0.357
H1 -0.713 0.810 -2.595
H2 0.781 1.480 -2.700
H3 2.019 -0.014 1.585
H4 -0.014 -1.360 2.616
H5 -2.099 -1.353 1.031

* frontier orbital gap: 0.339 hartree
* electronic energy: -8696.0522 eV
* 2S+1: 1
* energy relative to the best compared isomer or geometry (same formula, charge and spin): 3.7601 eV
* charge: 0
* SMILES string: Nc1ncccn1

natural (NBO) atomic charge list, values in e, 2 entries:
1 N -0.869
2 C 0.535

Computed, not measured: C5H10O2 in the gas phase, with the ωB97M-V functional and the def2-TZVPD basis.

Element x y z (Å)
C1 0.564 0.500 2.378
O1 0.354 -0.069 1.104
C2 -0.058 0.915 0.164
C3 -0.424 0.342 -1.190
C4 0.532 -0.580 -1.900
C5 -0.768 -1.118 -1.331
O2 -0.955 -1.961 -0.244
H1 1.365 1.252 2.346
H2 0.853 -0.299 3.065
H3 -0.350 0.984 2.753
H4 -0.933 1.443 0.571
H5 0.762 1.640 0.053
H6 -0.917 1.090 -1.810
H7 0.525 -0.503 -2.986
H8 1.522 -0.706 -1.469
H9 -1.474 -1.408 -2.106
H10 -0.580 -1.533 0.543

* frontier orbital gap: 0.370 hartree
* electronic energy: -9440.3394 eV
* 2S+1: 1
* energy relative to the best compared isomer or geometry (same formula, charge and spin): 2.7036 eV
* charge: 0
* SMILES string: COC[C@H]1C[C@H]1O

natural (NBO) atomic charge list, values in e, 2 entries:
1 C -0.245
2 O -0.566

Computed, not measured: 15 unconnected molecules or ions with the total composition C51H129O42P9, with the ωB97M-V functional and the def2-TZVPD basis.

Element x y z (Å)
C1 2.305 1.332 5.604
C2 1.105 1.665 4.700
C3 1.741 2.706 3.795
O1 2.608 3.388 4.603
C4 3.364 2.252 5.110
H1 2.560 0.261 5.489
H2 2.102 1.602 6.695
H3 0.251 2.179 5.175
H4 0.656 0.835 4.132
H5 1.004 3.236 3.228
H6 2.262 2.199 2.985
H7 4.099 2.643 5.845
H8 4.018 1.904 4.292
C5 4.713 -2.499 -0.849
C6 4.206 -1.654 -2.027
C7 3.284 -2.575 -2.741
O2 3.875 -3.879 -2.647
C8 4.880 -3.833 -1.635
H9 3.953 -2.639 -0.081
H10 5.673 -2.178 -0.423
H11 5.005 -1.455 -2.709
H12 3.675 -0.695 -1.829
H13 3.115 -2.333 -3.766
H14 2.292 -2.624 -2.198
H15 5.831 -3.929 -2.070
H16 4.761 -4.641 -0.952
C9 -0.699 -1.995 -6.702
C10 -0.496 -3.369 -7.426
C11 1.003 -3.443 -7.664
O3 1.464 -2.965 -6.385
C12 0.641 -1.882 -6.002
H17 -1.470 -1.958 -5.936
H18 -0.730 -1.188 -7.463
H19 -1.137 -3.396 -8.331
H20 -0.932 -4.131 -6.743
H21 1.393 -2.778 -8.446
H22 1.320 -4.503 -7.860
H23 1.058 -0.904 -6.300
H24 0.583 -1.855 -4.898
C13 1.899 -6.563 0.844
C14 2.149 -5.145 0.218
C15 2.211 -4.210 1.456
O4 1.613 -4.918 2.549
C16 2.129 -6.201 2.381
H25 2.660 -7.298 0.481
H26 0.879 -6.807 0.544
H27 1.550 -4.833 -0.617
H28 3.136 -5.037 -0.141
H29 1.803 -3.238 1.246
H30 3.298 -4.068 1.752
H31 1.483 -6.897 2.997
H32 3.252 -6.344 2.611
C17 -0.457 0.301 1.000
C18 -0.377 0.206 -0.552
C19 0.748 -0.849 -0.770
O5 1.685 -0.562 0.273
C20 0.978 -0.207 1.451
H33 -1.206 -0.385 1.422
H34 -0.641 1.369 1.294
H35 -0.139 1.129 -1.102
H36 -1.327 -0.049 -1.010
H37 1.313 -0.805 -1.708
H38 0.352 -1.854 -0.657
H39 1.524 0.600 1.903
H40 0.957 -1.026 2.228
C21 -2.656 -3.733 3.735
C22 -1.633 -4.743 3.083
C23 -0.991 -3.865 2.031
O6 -1.953 -2.920 1.581
C24 -2.990 -2.813 2.542
H41 -2.254 -3.090 4.554
H42 -3.521 -4.257 4.110
H43 -2.238 -5.490 2.557
H44 -0.867 -5.214 3.673
H45 -0.552 -4.371 1.186
H46 -0.200 -3.299 2.469
H47 -3.945 -3.157 2.080
H48 -3.030 -1.770 2.899
C25 -0.679 1.303 -4.247
O7 -1.884 1.855 -3.605
P1 -3.279 1.242 -3.714
O8 -4.078 1.211 -2.435
O9 -4.120 1.894 -4.880
C26 -5.192 2.835 -4.688
O10 -3.038 -0.193 -4.269
C27 -4.093 -1.080 -4.517
H49 -0.958 0.589 -5.016
H50 -0.101 0.794 -3.484
H51 -0.159 2.130 -4.698
H52 -5.341 3.045 -3.592
H53 -6.096 2.566 -5.170
H54 -4.934 3.769 -5.084
H55 -3.653 -1.732 -5.240
H56 -4.989 -0.641 -4.920
H57 -4.439 -1.588 -3.638
C28 -4.211 4.739 5.581
O11 -3.858 3.464 6.115
P2 -2.587 2.687 5.451
O12 -1.689 3.570 4.633
O13 -1.911 1.966 6.749
C29 -1.783 2.692 7.981
O14 -3.134 1.328 4.788
C30 -2.149 0.729 3.947
H58 -3.289 5.442 5.655
H59 -4.927 5.106 6.299
H60 -4.544 4.723 4.567
H61 -2.771 3.012 8.272
H62 -1.133 3.554 7.959
H63 -1.381 1.877 8.631
H64 -1.551 1.543 3.452
H65 -2.659 0.065 3.279
H66 -1.447 0.134 4.563
C31 1.057 -4.653 -3.769
O15 -0.248 -4.426 -4.366
P3 -1.619 -4.461 -3.561
O16 -2.758 -4.348 -4.458
O17 -1.643 -5.834 -2.798
C32 -1.716 -7.103 -3.403
O18 -1.412 -3.395 -2.506
C33 -2.564 -2.968 -1.702
H67 1.731 -4.002 -4.327
H68 1.278 -5.762 -3.859
H69 1.157 -4.428 -2.717
H70 -2.749 -7.377 -3.701
H71 -1.171 -7.801 -2.770
H72 -1.198 -7.242 -4.383
H73 -2.712 -1.938 -1.965
H74 -2.258 -3.023 -0.647
H75 -3.450 -3.514 -1.966
C34 5.499 4.655 3.189
O19 5.868 3.373 2.733
P4 5.595 2.856 1.211
O20 6.003 3.819 0.213
O21 6.477 1.519 1.299
C35 7.913 1.661 1.641
O22 4.080 2.313 1.196
C36 3.191 2.447 0.101
H76 4.488 4.749 3.542
H77 5.577 5.343 2.400
H78 6.113 4.923 4.030
H79 8.038 2.570 2.322
H80 8.530 1.739 0.744
H81 8.133 0.756 2.187
H82 2.250 2.731 0.519
H83 3.144 1.460 -0.420
H84 3.544 3.186 -0.575
C37 2.446 6.016 -0.049
O23 1.146 6.089 -0.556
P5 -0.001 5.062 -0.169
O24 0.456 4.000 0.713
O25 -1.228 5.941 0.290
C38 -1.329 6.517 1.649
O26 -0.565 4.505 -1.570
C39 -1.381 5.287 -2.405
H85 2.734 7.049 0.283
H86 3.218 5.580 -0.755
H87 2.424 5.412 0.867
H88 -1.934 7.395 1.513
H89 -0.245 6.771 1.943
H90 -1.819 5.784 2.418
H91 -0.942 6.210 -2.857
H92 -2.337 5.613 -2.033
H93 -1.556 4.610 -3.251
C40 3.439 3.526 -4.740
O27 4.069 2.383 -5.207
P6 3.515 0.992 -4.569
O28 2.098 0.784 -4.841
O29 4.629 -0.027 -4.989
C41 4.679 -0.404 -6.348
O30 3.786 1.150 -3.036
C42 5.137 1.443 -2.521
H94 2.413 3.570 -5.103
H95 4.043 4.340 -5.197
H96 3.431 3.554 -3.634
H97 3.767 -1.044 -6.596
H98 5.562 -1.065 -6.531
H99 4.730 0.500 -6.984
H100 5.746 0.579 -2.698
H101 5.081 1.619 -1.443
H102 5.544 2.242 -3.116
C43 4.552 -0.758 3.146
O31 3.740 -1.329 4.171
P7 4.141 -2.575 4.974
O32 4.432 -3.798 4.200
O33 5.257 -2.176 6.025
C44 5.088 -0.997 6.766
O34 2.914 -2.744 5.932
C45 1.672 -3.097 5.385
H103 3.868 -0.120 2.564
H104 4.984 -1.592 2.563
H105 5.356 -0.153 3.552
H106 5.126 -0.108 6.127
H107 5.885 -0.889 7.510
H108 4.106 -1.049 7.295
H109 1.124 -3.788 6.024
H110 1.798 -3.583 4.421
H111 1.127 -2.187 5.241
C46 -2.969 2.998 0.698
O35 -3.869 3.852 -0.088
P8 -4.981 4.585 0.690
O36 -4.546 5.120 1.973
O37 -5.381 5.757 -0.337
C47 -6.610 6.507 -0.108
O38 -6.235 3.582 0.805
C48 -6.549 2.774 -0.317
H112 -3.571 2.592 1.531
H113 -2.099 3.497 1.101
H114 -2.761 2.171 0.014
H115 -6.757 6.773 0.992
H116 -7.438 5.880 -0.379
H117 -6.487 7.385 -0.769
H118 -6.128 1.795 -0.155
H119 -6.039 3.035 -1.240
H120 -7.594 2.662 -0.492
C49 -6.837 -4.239 0.042
O39 -6.878 -3.321 -1.026
P9 -6.462 -1.827 -0.612
O40 -7.300 -1.224 0.431
O41 -4.912 -1.902 -0.509
C50 -4.202 -0.780 0.189
O42 -6.789 -1.094 -1.990
C51 -7.811 -0.089 -2.179
H121 -6.769 -5.170 -0.522
H122 -7.729 -4.187 0.617
H123 -6.004 -4.113 0.666
H124 -4.140 0.137 -0.494
H125 -3.174 -1.098 0.394
H126 -4.829 -0.540 1.070
H127 -8.234 0.279 -1.173
H128 -8.651 -0.509 -2.844
H129 -7.283 0.729 -2.670

* frontier orbital gap: 0.361 hartree
* electronic energy: -224589.6440 eV
* 2S+1: 1
* energy relative to the best compared isomer or geometry (same formula, charge and spin): 0.0000 eV
* charge: 0

Mulliken atomic charge list, values in e, 2 entries:
1 C 0.281
2 C 1.892

Computed, not measured: a molecular structure, C22H15ClIN3O4SSm, with the ωB97M-V functional and the def2-TZVPD basis.

Element x y z (Å)
Sm1 1.691 0.000 -0.088
N1 -1.648 2.921 -0.254
C1 -1.761 3.606 -1.454
C2 -2.888 4.488 -1.589
C3 -3.016 5.224 -2.731
C4 -1.943 5.267 -3.643
C5 -0.817 4.446 -3.503
C6 -0.685 3.626 -2.359
S1 0.834 2.740 -2.118
N2 0.407 1.802 -0.758
C7 -0.637 2.022 0.050
C8 -0.752 1.273 1.288
C9 -1.582 1.716 2.298
C10 -1.936 0.774 3.216
C11 -1.447 -0.537 3.211
C12 -0.607 -0.888 2.170
N3 -0.210 0.045 1.328
H1 -2.530 2.693 0.228
H2 -3.645 4.388 -0.761
H3 -3.940 5.777 -2.963
H4 -1.993 5.880 -4.538
H5 -0.051 4.375 -4.256
H6 -1.926 2.765 2.358
H7 -2.726 0.987 3.889
H8 -1.911 -1.213 3.890
H9 -0.181 -1.930 2.006
I1 0.652 -1.610 -3.026
C13 0.256 -2.999 -1.479
C14 -1.010 -3.567 -1.562
C15 -1.428 -4.436 -0.503
C16 -0.533 -5.009 0.404
C17 0.765 -4.457 0.455
C18 1.793 -4.830 1.337
C19 2.967 -4.160 1.503
C20 3.137 -2.892 0.878
C21 2.183 -2.361 0.020
C22 1.088 -3.223 -0.335
H10 -1.653 -3.414 -2.448
H11 -2.450 -4.766 -0.522
H12 -0.799 -5.795 1.116
H13 1.680 -5.732 1.889
H14 3.825 -4.598 2.043
H15 4.043 -2.305 1.101
O1 3.008 0.613 1.473
Cl1 4.406 0.826 0.840
O2 5.267 0.045 1.747
O3 4.593 2.249 0.709
O4 4.109 0.175 -0.557

* expectation value of S²: 8.7653
* frontier orbital gap (spin up / spin down): 0.213 / 0.215 hartree
* electronic energy: -85065.5692 eV
* 2S+1: 6
* energy relative to the best compared isomer or geometry (same formula, charge and spin): 1.0550 eV
* charge: +1

Mulliken atomic charge list, values in e, 2 entries:
1 Sm 0.900
2 N -0.128